Entry 1:
{
  "formula": "C17H17BrN2O2S2Tl",
  "method": "wB97M-V/def2-TZVPD",
  "charge": 1,
  "e_homo_ev": -10.9,
  "orbital_gap_ev": 5.14,
  "fmax_ev_per_a": 1.540,
  "elements": ["Tl", "O", "S", "O", "N", "C", "C", "C", "C", "C", "C", "C", "C", "N", "C", "C", "C", "C", "C", "C", "C", "H", "H", "H", "H", "H", "H", "H", "H", "H", "H", "H", "C", "S", "C", "H", "H", "H", "H", "H", "H", "Br"],
  "xyz": [[0.21, 1.56, 1.22], [-1.87, 0.11, 1.19], [-1.46, -0.80, 0.12], [-1.26, -2.17, 0.48], [-0.08, -0.08, -0.40], [1.02, -0.76, -0.88], [1.03, -2.02, -1.44], [2.20, -2.57, -1.98], [3.38, -1.89, -1.95], [3.44, -0.63, -1.31], [4.63, 0.11, -1.17], [4.64, 1.30, -0.50], [3.44, 1.75, 0.06], [2.30, 1.10, -0.09], [2.26, -0.06, -0.78], [-2.60, -0.65, -1.20], [-3.37, 0.50, -1.32], [-4.26, 0.60, -2.37], [-4.38, -0.43, -3.29], [-3.62, -1.59, -3.15], [-2.72, -1.70, -2.10], [0.11, -2.58, -1.48], [2.16, -3.55, -2.44], [4.28, -2.28, -2.41], [5.55, -0.30, -1.58], [5.54, 1.88, -0.37], [3.41, 2.66, 0.65], [-3.27, 1.30, -0.59], [-4.88, 1.48, -2.46], [-5.06, -0.34, -4.12], [-3.73, -2.40, -3.85], [-2.14, -2.61, -1.96], [0.84, 1.67, 5.05], [0.07, 0.55, 3.86], [-1.68, 0.90, 4.15], [0.43, 2.67, 4.95], [1.91, 1.68, 4.86], [0.65, 1.29, 6.05], [-1.98, 0.41, 5.07], [-2.22, 0.49, 3.30], [-1.84, 1.98, 4.22], [-1.09, 3.41, -0.04]]
}



Entry 2:
{
  "formula": "C17H17BrNO12P2Ru",
  "method": "wB97M-V/def2-TZVPD",
  "charge": -2,
  "e_homo_ev": [-3.5, -3.4],
  "s2": 0.759,
  "orbital_gap_ev": [7.25, 7.14],
  "spin_multiplicity": 2,
  "fmax_ev_per_a": 2.238,
  "elements": ["Ru", "O", "P", "O", "O", "O", "P", "O", "O", "O", "H", "H", "O", "C", "O", "C", "C", "C", "N", "C", "C", "C", "O", "O", "H", "H", "H", "Br", "C", "C", "C", "C", "C", "C", "H", "H", "H", "H", "C", "C", "C", "O", "C", "H", "H", "H", "H", "H", "H", "H", "H"],
  "xyz": [[-0.70, 0.21, 0.67], [-2.73, -0.86, 1.72], [-3.58, 0.35, 1.05], [-4.89, 0.47, 1.70], [-2.48, 1.43, 1.05], [-3.75, -0.12, -0.47], [-2.71, 0.20, -1.71], [-2.64, 1.80, -1.69], [-3.27, -0.28, -2.98], [-1.37, -0.36, -1.23], [-3.24, -1.67, 1.80], [-2.59, 2.13, -0.78], [0.73, 0.22, 7.59], [1.24, -0.54, 6.74], [2.10, -1.44, 6.88], [0.74, -0.34, 5.29], [-0.03, 0.77, 4.96], [-0.47, 0.95, 3.66], [-0.18, 0.07, 2.69], [0.55, -1.01, 3.00], [1.02, -1.25, 4.28], [0.80, -1.92, 1.83], [1.56, -2.87, 1.91], [0.13, -1.59, 0.76], [-0.28, 1.48, 5.74], [-1.08, 1.78, 3.36], [1.61, -2.13, 4.49], [2.97, 5.51, -0.96], [1.83, 4.06, -0.45], [1.26, 3.27, -1.43], [0.45, 2.22, -1.05], [0.19, 1.94, 0.30], [0.77, 2.77, 1.26], [1.59, 3.84, 0.89], [1.45, 3.48, -2.48], [0.00, 1.59, -1.82], [0.59, 2.60, 2.31], [2.04, 4.47, 1.65], [4.56, 0.43, 0.55], [4.29, -0.64, -0.52], [2.76, -0.65, -0.63], [2.26, 0.11, 0.47], [3.31, 0.32, 1.41], [4.61, 1.42, 0.09], [5.48, 0.25, 1.11], [4.64, -1.62, -0.16], [4.78, -0.43, -1.47], [2.34, -1.65, -0.60], [2.40, -0.15, -1.54], [3.38, -0.52, 2.11], [3.08, 1.23, 1.96]]
}



Entry 3:
{
  "formula": "C17H17ClN4O5",
  "method": "wB97M-V/def2-TZVPD",
  "charge": 0,
  "e_homo_ev": -8.5,
  "orbital_gap_ev": 9.28,
  "fmax_ev_per_a": 1.421,
  "elements": ["C", "O", "C", "C", "C", "C", "O", "C", "C", "C", "C", "C", "O", "N", "C", "C", "C", "N", "N", "C", "C", "O", "N", "O", "C", "Cl", "C", "H", "H", "H", "H", "H", "H", "H", "H", "H", "H", "H", "H", "H", "H", "H", "H", "H"],
  "xyz": [[-3.15, -1.01, -3.82], [-1.88, -0.73, -3.30], [-1.65, 0.50, -2.76], [-0.37, 0.71, -2.24], [-0.06, 1.91, -1.65], [-0.99, 2.94, -1.56], [-0.65, 4.11, -0.90], [-1.24, 4.23, 0.40], [-1.13, 2.92, 1.12], [-0.07, 2.25, 1.66], [-0.59, 0.96, 1.93], [0.21, -0.14, 2.53], [1.02, 0.11, 3.41], [0.02, -1.39, 2.06], [-0.79, -1.78, 0.93], [0.91, -2.41, 2.56], [2.13, -2.52, 1.71], [2.23, -2.31, 0.44], [3.53, -2.48, 0.11], [4.16, -2.79, 1.19], [5.60, -3.08, 1.34], [3.33, -2.83, 2.26], [-1.85, 0.90, 1.59], [-2.19, 2.10, 1.09], [-2.25, 2.73, -2.10], [-3.45, 3.97, -2.05], [-2.58, 1.52, -2.70], [-3.40, -0.35, -4.66], [-3.93, -0.93, -3.06], [-3.10, -2.04, -4.18], [0.36, -0.08, -2.30], [0.93, 2.08, -1.24], [-0.67, 5.01, 0.90], [-2.30, 4.51, 0.32], [0.93, 2.60, 1.83], [-1.39, -2.65, 1.19], [-1.46, -0.97, 0.65], [-0.14, -2.03, 0.09], [0.39, -3.38, 2.58], [1.22, -2.14, 3.58], [5.74, -4.08, 1.74], [6.05, -2.37, 2.04], [6.08, -3.00, 0.37], [-3.58, 1.40, -3.11]]
}



Entry 4:
{
  "formula": "C17H17F3N4O3S",
  "method": "wB97M-V/def2-TZVPD",
  "charge": 0,
  "e_homo_ev": -9.0,
  "orbital_gap_ev": 9.30,
  "fmax_ev_per_a": 1.603,
  "elements": ["O", "C", "N", "C", "C", "N", "N", "C", "S", "C", "C", "O", "N", "C", "C", "C", "C", "O", "C", "C", "C", "C", "C", "C", "F", "F", "F", "C", "H", "H", "H", "H", "H", "H", "H", "H", "H", "H", "H", "H", "H", "H", "H", "H", "H"],
  "xyz": [[4.08, 0.58, 1.58], [2.97, 0.18, 1.86], [1.85, 0.94, 1.70], [1.93, 2.21, 1.02], [1.02, 2.23, -0.15], [0.16, 1.32, -0.48], [-0.46, 1.75, -1.60], [0.05, 2.91, -1.89], [-0.38, 3.94, -3.20], [-1.83, 2.99, -3.75], [-2.79, 2.84, -2.56], [-3.03, 3.78, -1.83], [-3.36, 1.64, -2.41], [-3.02, 0.40, -3.10], [-3.90, -0.65, -2.43], [-4.04, -0.12, -1.01], [-4.20, 1.38, -1.25], [1.00, 3.28, -1.01], [2.73, -1.18, 2.44], [1.68, -1.45, 3.31], [1.53, -2.72, 3.84], [2.42, -3.73, 3.51], [3.47, -3.45, 2.65], [4.46, -4.54, 2.33], [5.36, -4.71, 3.32], [3.86, -5.73, 2.17], [5.15, -4.31, 1.21], [3.64, -2.18, 2.13], [0.94, 0.51, 1.72], [2.97, 2.37, 0.71], [1.65, 3.03, 1.70], [-1.49, 2.05, -4.17], [-2.30, 3.61, -4.52], [-3.22, 0.48, -4.18], [-1.96, 0.18, -2.94], [-3.45, -1.64, -2.47], [-4.88, -0.69, -2.92], [-4.88, -0.55, -0.48], [-3.12, -0.30, -0.45], [-3.87, 2.00, -0.42], [-5.24, 1.64, -1.49], [0.99, -0.67, 3.59], [0.72, -2.93, 4.52], [2.30, -4.72, 3.92], [4.47, -1.95, 1.47]]
}



Entry 5:
{
  "formula": "C17H17F6N5O5PdS2SeSi",
  "method": "wB97M-V/def2-TZVPD",
  "charge": 2,
  "e_homo_ev": [-12.0, -15.2],
  "s2": 6.024,
  "orbital_gap_ev": [4.52, 5.59],
  "spin_multiplicity": 5,
  "fmax_ev_per_a": 1.135,
  "elements": ["Pd", "Se", "N", "C", "C", "C", "C", "C", "N", "C", "C", "N", "C", "C", "C", "C", "C", "N", "H", "H", "H", "H", "H", "H", "F", "C", "F", "F", "S", "O", "O", "N", "S", "O", "O", "C", "F", "F", "F", "C", "Si", "C", "C", "H", "H", "H", "H", "H", "H", "H", "H", "H", "O", "H", "H"],
  "xyz": [[-0.51, 0.28, 0.62], [5.75, -0.09, 5.11], [5.55, 0.03, 3.30], [4.27, -0.02, 3.10], [3.65, 0.00, 1.79], [4.37, -0.09, 0.61], [3.69, -0.13, -0.61], [2.31, -0.01, -0.60], [1.60, 0.10, 0.52], [2.23, 0.04, 1.73], [1.42, -0.05, 2.88], [0.07, -0.06, 2.71], [-0.73, -0.22, 3.75], [-0.26, -0.37, 5.06], [1.10, -0.33, 5.27], [1.97, -0.17, 4.19], [3.39, -0.12, 4.33], [4.02, -0.18, 5.49], [5.45, -0.14, 0.65], [4.22, -0.25, -1.54], [1.75, -0.02, -1.53], [-1.79, -0.23, 3.55], [-0.96, -0.51, 5.87], [1.51, -0.44, 6.27], [-5.03, -0.24, 0.90], [-3.90, 0.07, 1.48], [-3.05, -0.99, 1.44], [-4.05, 0.40, 2.74], [-3.01, 1.39, 0.43], [-2.39, 0.54, -0.60], [-1.92, 1.84, 1.35], [-3.85, 2.50, -0.19], [-4.67, 3.47, 0.87], [-4.82, 2.74, 2.10], [-5.75, 4.12, 0.24], [-3.40, 4.81, 1.22], [-4.02, 5.96, 1.34], [-2.51, 4.88, 0.22], [-2.74, 4.52, 2.33], [2.44, 3.16, -1.03], [0.78, 3.00, -0.30], [-0.52, 2.96, -1.58], [0.73, 3.46, 1.46], [2.59, 4.24, -1.21], [2.53, 2.66, -1.99], [3.24, 2.83, -0.36], [-0.23, 3.73, -2.30], [-1.52, 3.17, -1.21], [-0.53, 2.00, -2.10], [0.87, 4.55, 1.50], [1.58, 3.00, 1.97], [-0.20, 3.22, 1.96], [-0.61, -1.91, -0.13], [-0.07, -2.47, -0.70], [-1.51, -2.27, -0.16]]
}



Entry 6:
{
  "formula": "C17H17LaN",
  "method": "wB97M-V/def2-TZVPD",
  "charge": -1,
  "e_homo_ev": [-1.3, -1.2],
  "orbital_gap_ev": [3.47, 3.46],
  "fmax_ev_per_a": 7.748,
  "elements": ["C", "C", "C", "C", "C", "La", "N", "C", "C", "H", "H", "H", "H", "H", "H", "H", "H", "H", "H", "C", "C", "C", "C", "C", "C", "C", "C", "C", "C", "H", "H", "H", "H", "H", "H", "H"],
  "xyz": [[0.10, 3.30, -2.26], [-0.23, 2.05, -2.85], [0.56, 1.02, -2.24], [1.42, 1.65, -1.30], [1.14, 3.05, -1.33], [-1.09, 1.76, -0.34], [0.06, 3.76, 1.14], [-2.78, 0.29, -1.10], [-2.45, 0.20, -2.44], [0.53, -0.04, -2.48], [-0.93, 1.91, -3.67], [2.15, 1.14, -0.67], [1.70, 3.81, -0.79], [-0.37, 4.26, -2.49], [-2.69, 1.01, -3.15], [-2.47, -0.46, -0.36], [0.41, 4.47, 1.80], [-2.14, -0.73, -2.92], [-3.59, 0.97, -0.76], [0.68, -4.31, 1.04], [0.21, -3.68, -0.14], [-0.01, -2.31, -0.16], [0.25, -1.51, 0.99], [0.05, -0.11, 1.04], [0.44, 0.64, 2.12], [1.00, 0.00, 3.27], [1.16, -1.36, 3.29], [0.78, -2.16, 2.18], [0.97, -3.56, 2.17], [0.83, -5.39, 1.05], [0.02, -4.28, -1.03], [-0.35, -1.81, -1.07], [0.33, 1.73, 2.15], [1.31, 0.61, 4.13], [1.61, -1.87, 4.15], [1.38, -4.03, 3.06]]
}



Entry 7:
{
  "formula": "C17H17N3O",
  "method": "wB97M-V/def2-TZVPD",
  "charge": 0,
  "e_homo_ev": -8.3,
  "orbital_gap_ev": 8.77,
  "fmax_ev_per_a": 2.463,
  "elements": ["C", "C", "C", "C", "C", "C", "C", "C", "C", "C", "C", "N", "N", "C", "C", "C", "C", "C", "N", "C", "O", "H", "H", "H", "H", "H", "H", "H", "H", "H", "H", "H", "H", "H", "H", "H", "H", "H"],
  "xyz": [[0.10, -3.70, 2.75], [-0.55, -2.61, 1.86], [0.60, -2.02, 1.02], [0.13, -0.84, 0.18], [0.52, 0.57, 0.26], [1.34, 1.20, 1.30], [2.25, 2.22, 0.91], [3.09, 2.84, 1.86], [3.05, 2.43, 3.22], [2.09, 1.52, 3.62], [1.25, 0.94, 2.66], [0.01, 1.25, -0.74], [-0.76, 0.34, -1.43], [-1.43, 0.62, -2.63], [-1.36, 1.90, -3.19], [-2.06, 2.16, -4.38], [-2.85, 1.18, -4.92], [-2.94, -0.08, -4.32], [-2.27, -0.36, -3.19], [-0.70, -0.94, -0.88], [-1.27, -2.10, -1.39], [0.52, -4.49, 2.11], [0.91, -3.36, 3.39], [-0.69, -4.14, 3.38], [-0.99, -1.85, 2.51], [-1.33, -3.04, 1.24], [1.00, -2.76, 0.31], [1.45, -1.76, 1.65], [2.33, 2.54, -0.14], [3.80, 3.58, 1.53], [3.71, 2.87, 3.95], [2.08, 1.19, 4.63], [0.52, 0.21, 3.06], [-0.78, 2.62, -2.68], [-1.96, 3.13, -4.84], [-3.43, 1.38, -5.81], [-3.58, -0.83, -4.72], [-1.81, -1.84, -2.18]]
}



Entry 8:
{
  "formula": "C17H17N3O2S",
  "method": "wB97M-V/def2-TZVPD",
  "charge": 0,
  "e_homo_ev": -8.4,
  "orbital_gap_ev": 8.77,
  "fmax_ev_per_a": 0.790,
  "elements": ["C", "C", "S", "C", "N", "C", "N", "C", "N", "C", "C", "C", "C", "C", "C", "C", "C", "C", "O", "O", "C", "C", "C", "H", "H", "H", "H", "H", "H", "H", "H", "H", "H", "H", "H", "H", "H", "H", "H", "H"],
  "xyz": [[0.73, 4.00, 2.19], [0.95, 2.56, 1.86], [1.29, 1.45, 3.17], [1.41, 0.13, 2.05], [1.69, -1.11, 2.42], [1.73, -1.98, 1.44], [1.45, -1.74, 0.16], [1.13, -0.51, -0.20], [0.81, -0.33, -1.53], [0.21, -1.44, -2.25], [-1.32, -1.45, -2.12], [-1.68, -1.39, -0.66], [-1.57, -2.52, 0.14], [-1.76, -2.44, 1.51], [-2.06, -1.22, 2.10], [-2.20, -0.09, 1.31], [-2.01, -0.18, -0.06], [0.66, -1.41, -3.71], [0.00, -1.81, -4.62], [1.88, -0.88, -3.89], [1.16, 0.55, 0.73], [0.91, 1.96, 0.64], [0.66, 2.71, -0.63], [1.48, 4.62, 1.69], [0.82, 4.15, 3.26], [-0.25, 4.32, 1.86], [1.99, -2.99, 1.69], [0.38, 0.57, -1.73], [0.62, -2.35, -1.79], [-1.70, -2.35, -2.58], [-1.74, -0.59, -2.65], [-1.31, -3.46, -0.31], [-1.65, -3.32, 2.12], [-2.19, -1.15, 3.17], [-2.45, 0.86, 1.76], [-2.13, 0.71, -0.67], [2.25, -0.60, -3.03], [1.41, 2.46, -1.38], [-0.33, 2.50, -1.02], [0.72, 3.78, -0.44]]
}



Entry 9:
{
  "formula": "C17H17N3O3S",
  "method": "wB97M-V/def2-TZVPD",
  "charge": 0,
  "e_homo_ev": -7.9,
  "orbital_gap_ev": 8.06,
  "fmax_ev_per_a": 1.430,
  "elements": ["C", "O", "C", "C", "C", "C", "N", "C", "C", "C", "O", "N", "N", "C", "C", "C", "C", "C", "S", "C", "C", "O", "C", "C", "H", "H", "H", "H", "H", "H", "H", "H", "H", "H", "H", "H", "H", "H", "H", "H", "H"],
  "xyz": [[3.75, 2.59, -2.39], [2.52, 2.15, -2.91], [1.51, 1.86, -2.04], [1.59, 1.97, -0.66], [0.51, 1.62, 0.13], [-0.67, 1.16, -0.44], [-1.75, 0.78, 0.36], [-2.66, -0.28, -0.04], [-3.38, -0.66, 1.26], [-2.75, -1.69, 2.18], [-3.42, -2.23, 3.05], [-1.41, -1.94, 2.15], [-0.55, -1.63, 1.17], [0.70, -1.80, 1.36], [1.65, -1.57, 0.32], [3.00, -1.38, 0.45], [3.64, -1.17, -0.79], [2.78, -1.23, -1.84], [1.16, -1.53, -1.34], [-3.36, 0.67, 2.03], [-2.09, 1.35, 1.55], [-1.51, 2.25, 2.11], [-0.75, 1.07, -1.83], [0.32, 1.42, -2.62], [4.20, 1.83, -1.73], [3.64, 3.53, -1.84], [4.40, 2.74, -3.25], [2.49, 2.32, -0.18], [0.59, 1.72, 1.20], [-2.10, -1.10, -0.48], [-3.39, 0.09, -0.76], [-4.40, -1.00, 1.07], [-1.07, -2.47, 2.95], [1.10, -2.14, 2.33], [3.51, -1.37, 1.40], [4.69, -0.99, -0.89], [2.99, -1.11, -2.88], [-3.37, 0.55, 3.11], [-4.21, 1.30, 1.76], [-1.66, 0.72, -2.29], [0.26, 1.35, -3.69]]
}



Entry 10:
{
  "formula": "C17H17N3O3S3",
  "method": "wB97M-V/def2-TZVPD",
  "charge": 0,
  "e_homo_ev": -7.9,
  "orbital_gap_ev": 8.32,
  "fmax_ev_per_a": 0.970,
  "elements": ["C", "C", "O", "C", "O", "C", "C", "C", "S", "C", "S", "C", "C", "N", "C", "S", "C", "C", "C", "C", "O", "N", "C", "C", "C", "N", "H", "H", "H", "H", "H", "H", "H", "H", "H", "H", "H", "H", "H", "H", "H", "H", "H"],
  "xyz": [[-0.50, 3.20, -1.59], [-1.70, 3.78, -0.87], [-1.52, 3.74, 0.55], [-2.12, 2.77, 1.23], [-2.84, 1.93, 0.77], [-1.79, 2.88, 2.72], [-0.34, 2.67, 2.96], [0.61, 3.64, 3.10], [2.16, 2.94, 3.40], [1.41, 1.37, 3.30], [2.33, -0.08, 3.55], [1.00, -1.34, 3.38], [0.81, -1.69, 1.94], [1.26, -2.83, 1.52], [1.10, -3.07, 0.20], [1.61, -4.56, -0.53], [1.07, -3.97, -2.07], [0.55, -2.72, -2.02], [0.55, -2.18, -0.72], [0.09, -0.89, -0.24], [-0.36, 0.02, -0.91], [0.22, -0.77, 1.14], [0.13, -2.26, -3.37], [0.19, -3.55, -4.21], [1.09, -4.55, -3.44], [0.14, 1.40, 3.06], [-0.42, 2.13, -1.37], [-0.62, 3.33, -2.66], [0.41, 3.70, -1.27], [-1.83, 4.84, -1.11], [-2.61, 3.23, -1.13], [-2.07, 3.88, 3.05], [-2.37, 2.13, 3.25], [0.49, 4.70, 3.06], [1.35, -2.21, 3.93], [0.10, -0.91, 3.82], [-0.11, 0.10, 1.57], [-0.86, -1.81, -3.37], [0.83, -1.50, -3.74], [0.57, -3.37, -5.22], [-0.81, -3.97, -4.30], [0.71, -5.57, -3.48], [2.11, -4.56, -3.84]]
}



Entry 11:
{
  "formula": "C17H17N5O7OsS3",
  "method": "wB97M-V/def2-TZVPD",
  "charge": 0,
  "e_homo_ev": [-8.9, -8.9],
  "orbital_gap_ev": [6.53, 6.53],
  "fmax_ev_per_a": 3.963,
  "elements": ["Os", "C", "C", "N", "C", "S", "N", "N", "C", "C", "C", "C", "C", "C", "C", "N", "H", "H", "H", "H", "H", "H", "H", "H", "H", "H", "H", "H", "H", "O", "S", "O", "N", "C", "O", "C", "C", "C", "C", "C", "C", "H", "H", "H", "H", "O", "S", "O", "O", "O"],
  "xyz": [[-0.14, 0.98, 0.70], [5.38, 1.90, -0.60], [4.49, 3.11, -0.30], [3.25, 3.07, -1.05], [2.17, 2.36, -0.70], [2.19, 1.44, 0.78], [1.15, 2.38, -1.52], [0.08, 1.65, -1.18], [-0.98, 1.71, -1.94], [-1.10, 2.68, -3.07], [-2.05, 0.82, -1.57], [-3.30, 0.83, -2.20], [-4.27, -0.05, -1.76], [-3.99, -0.91, -0.72], [-2.74, -0.86, -0.14], [-1.80, -0.02, -0.56], [6.25, 1.91, 0.04], [5.71, 1.92, -1.64], [4.82, 0.98, -0.43], [5.00, 4.04, -0.54], [4.23, 3.11, 0.76], [3.21, 3.49, -1.97], [-0.17, 3.23, -3.17], [-1.90, 3.39, -2.84], [-1.33, 2.17, -4.00], [-3.49, 1.52, -3.00], [-5.24, -0.06, -2.23], [-4.73, -1.61, -0.34], [-2.47, -1.51, 0.69], [1.88, -5.38, 0.01], [0.71, -4.65, -0.35], [-0.21, -5.26, -1.27], [1.08, -3.13, -0.85], [0.72, -2.21, -0.01], [0.90, -0.96, -0.23], [0.04, -2.74, 1.23], [-0.38, -2.05, 2.35], [-1.02, -2.75, 3.36], [-1.23, -4.12, 3.26], [-0.77, -4.82, 2.15], [-0.13, -4.11, 1.15], [-0.21, -0.99, 2.45], [-1.35, -2.22, 4.24], [-1.74, -4.64, 4.05], [-0.91, -5.89, 2.07], [-1.81, 3.23, 3.31], [-1.16, 2.54, 2.25], [-0.08, 3.25, 1.53], [-0.48, 1.22, 2.69], [-2.06, 2.03, 1.15]]
}